ORCA calculation (ωB97M-V with the def2-TZVPD basis set) on one molecule with the formula C5H10OS in a non-equilibrium geometry.

Geometry as XYZ:
```
17
Properties=species:S:1:pos:R:3:forces:R:3
S -1.15760 -1.60971 0.03197 0.47 0.71 1.35
O 0.42938 -0.17236 -1.75389 -1.15 -0.97 -0.30
C -0.85366 -0.17501 -1.00736 0.37 -0.01 -1.25
C -0.94783 1.19950 -0.40900 0.35 1.40 2.59
C 1.67254 -0.29052 -1.26702 1.97 -0.06 1.07
C 2.21084 0.03605 -0.05492 -1.63 0.84 -0.26
C -1.03783 -0.89699 1.73626 0.22 -0.55 -0.12
H -1.63132 -0.39799 -1.79339 1.12 0.79 0.38
H -0.03932 -0.90657 2.21869 -0.47 0.20 -0.68
H -1.54285 0.05961 1.78915 0.35 0.28 -0.17
H -1.91588 1.47333 0.12623 1.04 -0.52 -1.03
H 3.30492 0.11627 -0.00481 -0.63 -0.48 0.24
H -1.67301 -1.52159 2.33594 -0.23 -0.63 0.27
H -0.13260 1.34030 0.39928 -1.38 -0.49 -1.14
H 2.39105 -0.71723 -2.04357 -1.18 0.80 0.88
H -0.65313 1.98945 -1.11048 -0.53 -0.41 -0.26
H 1.57629 0.47346 0.80691 1.33 -0.89 -1.57
```
Positions in Å, forces in eV/Å.

Calculated values
HOMO energy   -8.76 eV
HOMO-LUMO gap   9.59 eV
Structure (SMILES)   C=CO[C@H](C)SC

---

ORCA calculation (ωB97M-V with the def2-TZVPD basis set) on C29H12BrF5N4O8PdS as an isolated structure.

Geometry as XYZ:
```
61
Properties=species:S:1:pos:R:3:forces:R:3
Pd -0.46551 -0.82161 -0.23610 0.02 0.20 -0.23
Br 0.05248 6.03907 -2.73322 0.01 0.01 0.00
S 0.43783 -1.42991 1.96422 -0.02 0.03 0.03
F 1.69680 -2.57962 4.30504 -0.03 -0.07 -0.06
F 2.06785 -5.18019 4.88638 -0.04 0.03 -0.08
F -0.51187 -3.82965 0.30213 0.12 -0.06 0.19
F -0.14783 -6.39771 0.92289 0.03 0.06 0.05
F 1.14784 -7.07555 3.19506 -0.02 0.14 -0.03
O 0.97220 0.74076 -0.13342 0.10 0.09 0.06
O 2.31144 -4.36114 -0.17563 -0.20 0.00 0.06
O 1.09242 -2.00516 -1.13480 -0.05 -0.30 0.22
O -0.88842 0.21863 -2.23258 -0.03 -0.03 -0.03
O 7.18829 -1.63258 -2.23724 0.08 -0.08 0.09
O 6.70658 0.46200 -2.17612 0.04 0.11 0.09
O 2.02170 1.89570 -1.70281 0.12 0.08 -0.03
O 3.61778 -4.87616 -1.79655 -0.07 -0.04 -0.14
N -2.67454 -1.74968 0.42980 -0.07 -0.06 0.00
N -1.87303 0.77414 0.40054 0.16 -0.08 0.21
N 3.04863 -4.06125 -1.09979 0.25 -0.02 0.16
N 6.40983 -0.71240 -2.06788 -0.12 -0.01 -0.26
C -0.27571 4.20785 -2.57125 0.00 -0.06 -0.01
C -2.97113 1.17874 2.58160 0.01 0.02 0.03
C -4.07886 -3.50585 1.26384 0.00 0.01 -0.01
C -4.44233 -2.75966 2.34394 0.00 0.00 -0.01
C 1.86918 0.86339 -1.06129 0.00 -0.11 0.12
C -3.79169 0.67919 3.61383 0.00 0.00 -0.01
C 2.32492 -1.66572 -1.19457 -0.01 0.19 -0.13
C -1.06132 2.37921 -1.20598 -0.02 0.04 0.02
C -0.83543 3.72222 -1.38707 0.02 0.01 -0.01
C 4.66188 -2.35946 -1.62050 -0.05 -0.07 0.06
C -2.64140 0.38858 1.51402 -0.04 0.01 -0.06
C 2.78472 -0.30816 -1.28715 -0.07 -0.09 0.03
C 5.02528 -1.03851 -1.75781 0.03 0.08 0.06
C -0.74034 1.45077 -2.29683 0.01 0.06 0.02
C 0.96481 -5.79965 2.90182 0.02 -0.09 0.02
C 1.24205 -3.49716 3.46194 0.02 0.05 0.03
C 0.02727 3.35486 -3.64624 -0.05 0.04 0.00
C 0.11635 -4.11802 1.42882 -0.07 0.01 -0.10
C -4.28678 -0.59134 3.55626 0.01 0.00 0.00
C 4.09481 -0.01919 -1.58895 0.03 -0.05 0.01
C -3.17214 -2.95597 0.33172 0.01 0.00 -0.02
C -3.09314 -0.96393 1.46490 0.02 0.00 -0.02
C 3.35265 -2.65072 -1.30436 -0.01 0.09 -0.14
C -0.21416 2.02468 -3.52057 -0.07 0.03 -0.03
C -1.73089 1.98123 0.02398 -0.02 -0.01 -0.10
C -3.95103 -1.43894 2.47345 -0.02 -0.01 0.02
C 0.57410 -3.09057 2.28049 0.07 -0.04 0.02
C 1.43985 -4.81986 3.77023 0.02 -0.04 0.03
C 0.29808 -5.44788 1.73734 -0.04 -0.02 -0.07
H -2.83671 -3.54860 -0.50991 0.02 -0.01 0.01
H -1.08025 4.42121 -0.59758 -0.01 0.00 0.00
H -2.16177 2.80415 0.60033 -0.09 -0.03 -0.03
H 0.02485 1.32261 -4.30717 0.00 0.00 -0.01
H -2.59575 2.19140 2.65003 0.01 0.00 -0.01
H 0.45826 3.76340 -4.54902 0.01 -0.01 0.00
H 4.39595 1.01272 -1.69814 0.00 0.00 0.00
H -4.44827 -4.51078 1.11676 0.00 0.00 0.00
H -5.10926 -3.15513 3.10025 0.00 0.00 0.00
H 5.38619 -3.15104 -1.74149 0.00 0.01 0.00
H -4.03278 1.31964 4.45115 0.00 0.00 0.00
H -4.93409 -0.96919 4.33747 0.00 0.00 0.00
```
Positions in Å, forces in eV/Å.

Calculated values
HOMO energy (spin up / spin down)   -7.94 / -7.99 eV
HOMO-LUMO gap (spin up / spin down)   6.62 / 4.77 eV
2S+1   5

---

ORCA calculation (ωB97M-V with the def2-TZVPD basis set) on a 2-piece molecular cluster, C3H6N2O overall in a non-equilibrium geometry.

Geometry as XYZ:
```
12
Properties=species:S:1:pos:R:3:forces:R:3
O 1.02618 -1.78711 -2.03379 0.58 0.19 1.15
N 1.28524 0.31783 1.57531 -0.02 -0.11 0.00
N -0.06893 0.32420 -0.28251 0.09 0.10 0.45
C -1.34074 0.46909 -0.94421 -0.14 0.07 -0.06
C 1.49465 -1.55996 -1.02057 -0.42 -0.46 -1.32
C 0.06873 0.52278 0.96207 -0.14 -0.02 -0.30
H -1.39535 1.42851 -1.47298 0.03 -0.13 0.05
H -0.72937 0.89671 1.62220 0.07 -0.13 -0.10
H 1.28149 0.18069 2.57365 -0.08 0.04 -0.10
H -2.21458 0.39338 -0.27741 0.17 0.02 -0.03
H -1.41339 -0.32314 -1.70240 -0.10 0.20 0.16
H 1.88173 -0.32577 1.06567 -0.03 0.23 0.11
```
Positions in Å, forces in eV/Å.

Calculated values
HOMO energy   -9.03 eV
HOMO-LUMO gap   10.11 eV

---

ORCA calculation (ωB97M-V with the def2-TZVPD basis set) on a 2-piece molecular cluster, C3H10O2S overall in a non-equilibrium geometry.

Geometry as XYZ:
```
16
Properties=species:S:1:pos:R:3:forces:R:3
S -0.76208 -0.22006 -2.28680 0.81 -1.32 -0.45
O 3.59447 -0.71498 -2.05991 1.38 0.41 -1.84
O -0.30480 -0.32531 2.57418 0.20 0.43 -0.98
C -1.02988 0.67902 1.88397 -1.33 -1.19 -1.68
C -1.27936 0.21626 0.40839 0.31 0.43 -0.81
C -0.08927 -0.17833 -0.62288 -2.99 0.23 2.04
H -1.52734 0.82071 -2.18041 -0.69 1.04 0.13
H -1.95861 -0.68880 0.49160 0.45 1.34 -0.46
H 0.22661 -1.15682 -0.33286 0.58 -0.56 -0.15
H -2.10441 0.74782 2.24013 1.20 0.10 0.11
H -1.72814 1.13645 -0.09013 -0.20 -1.35 0.63
H 3.42237 -1.67558 -2.01284 0.44 0.76 -0.49
H 4.19635 -0.49104 -2.87200 -1.83 -1.17 2.34
H -0.57117 1.65052 1.97681 0.35 0.37 -0.09
H 0.65134 0.54501 -0.51808 1.59 0.97 -0.02
H -0.73608 -0.34487 3.40083 -0.26 -0.49 1.73
```
Positions in Å, forces in eV/Å.

Calculated values
HOMO energy   -8.86 eV
HOMO-LUMO gap   9.68 eV
Structure (SMILES)   OCCCS.O

---

ORCA calculation (ωB97M-V with the def2-TZVPD basis set) on one molecule with the formula C5H4ClNS in a non-equilibrium geometry.

Geometry as XYZ:
```
12
Properties=species:S:1:pos:R:3:forces:R:3
Cl 0.29542 -2.45788 0.63980 0.04 0.11 -0.07
S 0.40661 0.44763 2.68440 -0.02 -0.05 -0.08
N 2.70899 -0.30082 -1.05461 0.43 0.13 -0.23
C -0.76617 -0.21881 -0.74327 0.46 0.59 -1.19
C -0.74671 1.06611 0.11027 -0.20 0.34 0.32
C 1.70758 -0.52989 -0.55229 -0.70 -0.24 0.38
C 0.40446 -0.77907 0.08058 0.33 -0.03 0.24
C 0.09022 0.31561 1.13492 0.00 0.19 -0.11
H -0.57647 -0.10986 -1.82754 -0.08 -0.07 0.61
H -1.70241 1.48020 0.47641 0.44 -0.26 -0.16
H -1.65006 -0.79178 -0.59578 -0.65 -0.51 0.20
H -0.17147 1.87857 -0.35289 -0.07 -0.19 0.10
```
Positions in Å, forces in eV/Å.

Calculated values
HOMO energy   -9.41 eV
HOMO-LUMO gap   8.44 eV
Structure (SMILES)   N#C[C@]1(Cl)CCC1=S

---

ORCA calculation (ωB97M-V with the def2-TZVPD basis set) on a 2-piece molecular cluster, C3H6N2P overall in a non-equilibrium geometry.

Geometry as XYZ:
```
12
Properties=species:S:1:pos:R:3:forces:R:3
P 1.52473 -3.73854 -1.32486 -0.78 0.02 0.40
N -0.03328 0.96904 0.09833 1.20 1.92 1.61
N -0.11428 -0.10989 -0.33816 0.04 -1.88 -0.73
C -0.60339 2.13689 -0.41198 -5.15 1.76 0.81
C 0.25323 -1.28001 -0.36056 0.43 -2.96 -1.44
C 0.62278 -2.46324 -0.79142 -0.06 1.72 0.82
H 0.07777 2.73667 -0.93764 1.36 0.44 -0.93
H 0.20294 0.78705 3.01067 0.16 -0.09 0.40
H -1.57333 1.94698 -1.07301 2.09 0.36 1.29
H 0.69305 -4.78684 -0.75647 0.24 0.59 -0.20
H -0.14611 0.93893 2.38592 -0.15 0.07 -0.15
H -0.90411 2.86296 0.49918 0.61 -1.95 -1.87
```
Positions in Å, forces in eV/Å.

Calculated values
Total charge   +1
HOMO energy   -14.19 eV
HOMO-LUMO gap   7.69 eV

---

Energy above the lowest of the compared OMol25 structures with the same formula, charge and spin (computed, eV): 2.056; 0.000; 1.432; 0.900; 1.113; 4.213